Below is an isolated molecule of C8H10O at a distorted geometry, with properties calculated with wB97M-V/def2-TZVPD.

XYZ file:
```
19
Properties=species:S:1:pos:R:3:forces:R:3
C 1.0535 1.3965 -2.1192 -0.2 0.3 -1.9
C 0.2589 0.9885 -1.3201 1.3 0.6 0.6
C -0.3899 0.5570 -0.1020 -0.5 -0.6 0.0
C -1.8844 0.7626 -0.2077 1.2 -0.9 0.8
O 0.1041 1.2212 1.0512 -2.0 0.4 -0.7
C 1.1919 0.5260 1.4515 3.4 -0.6 -1.4
C 0.8786 -0.9853 1.2981 -4.4 2.5 1.4
C -0.0335 -0.9571 0.0636 1.2 2.4 1.0
C -0.3366 -1.8694 -0.8235 -1.3 -2.6 1.4
H 1.4291 1.7205 -3.0835 0.2 -0.1 0.8
H -2.0441 0.9559 -1.2328 -1.2 -0.2 -1.0
H -2.1994 1.5702 0.3978 -0.3 0.9 0.5
H -2.1767 -0.1776 0.2290 -1.6 -0.1 -0.4
H 1.5808 0.9850 2.3222 -0.2 -0.4 1.8
H 2.0569 0.8114 0.7844 -0.5 -0.7 -0.1
H 0.2020 -1.2705 2.2014 1.5 -0.1 -1.4
H 1.6556 -1.5769 1.0587 2.8 -2.2 0.1
H -1.2197 -1.7106 -1.4454 0.7 0.0 -0.6
H -0.1274 -2.9476 -0.5237 0.0 1.4 -0.9
```
Positions in Å, forces in eV/Å.

Highest occupied orbital energy   -9.4985 eV
Relative energy (zero: lowest compared OMol25 entry of this formula, charge and spin)   4.299 eV
Orbital gap   10.499 eV
F_max   0.1022 Eh/bohr
SMILES string   C#C[C@]1(C)OCCC1=C
Energy   -10501.304 eV

Below is an isolated molecule of C4H9NO3 at a distorted geometry, with properties calculated with wB97M-V/def2-TZVPD.

XYZ file:
```
17
Properties=species:S:1:pos:R:3:forces:R:3
C -1.8853 0.0217 -0.5029 0.2 -0.1 0.3
C -0.6533 -0.7132 -0.0130 0.0 0.2 1.7
O -0.4103 -0.4737 1.4716 -0.7 -0.7 -1.4
C 0.6556 -0.1930 -0.5821 0.0 0.2 1.2
N 1.6327 -1.2535 -0.6901 0.0 0.1 -0.1
C 1.0914 0.9020 0.4624 1.6 0.6 -2.1
O 2.1782 0.8951 0.9833 -0.7 -0.1 0.4
O 0.3389 2.0241 0.3612 -0.2 -0.1 0.2
H -1.7756 1.0908 -0.3386 0.0 0.0 0.0
H -2.7694 -0.3237 0.0314 -0.1 -0.1 -0.1
H -2.0169 -0.1594 -1.5682 -0.1 -0.1 -0.1
H -0.7272 -1.7967 -0.1655 0.0 0.2 0.0
H -1.2377 -0.5042 1.9670 0.0 -0.1 -0.2
H 0.5068 0.2900 -1.5513 0.1 0.0 0.1
H 1.7390 -1.6987 0.2173 0.0 0.1 0.0
H 2.5403 -0.8525 -0.9077 -0.1 -0.1 0.0
H 0.7930 2.7449 0.8250 0.0 -0.2 0.1
```
Positions in Å, forces in eV/Å.

Highest occupied orbital energy   -9.6161 eV
Relative energy (zero: lowest compared OMol25 entry of this formula, charge and spin)   1.000 eV
Orbital gap   10.343 eV
F_max   0.0531 Eh/bohr
SMILES string   C[C@H](O)[C@H](N)C(=O)O
Energy   -11926.542 eV

Below is a cluster of 11 separate species, C64H140ClF3N7O3S in total at a distorted geometry, with properties calculated with wB97M-V/def2-TZVPD.

XYZ file:
```
219
Properties=species:S:1:pos:R:3:forces:R:3
Cl 17.7810 23.4187 12.5224 0.6 0.3 -0.9
C 14.1711 17.8594 12.0218 1.1 0.8 0.5
C 15.3353 18.8501 11.6962 0.0 -1.7 -0.7
C 16.0544 18.3131 10.4282 0.0 0.0 -0.1
N 17.0425 19.2914 9.8737 0.9 0.4 -0.5
C 18.0445 18.5052 8.9486 -1.1 -0.5 2.1
C 18.9508 19.3507 8.1564 1.0 0.9 -0.7
C 18.2261 20.5922 7.5631 1.0 -0.9 -1.4
C 17.4579 21.3820 8.5626 -1.5 -1.1 1.3
C 16.3896 20.4442 9.2209 0.8 0.9 -0.9
C 17.8794 19.9095 10.9530 0.0 -1.1 1.7
H 14.6127 16.8519 12.0643 -0.4 0.2 0.1
H 13.4646 17.9086 11.1986 -0.5 -0.1 0.3
H 13.7708 18.1091 13.0355 -0.1 -0.3 -1.1
H 16.0438 18.7905 12.5109 0.2 0.2 0.2
H 15.0191 19.8810 11.5638 -0.2 0.0 0.0
H 15.3803 18.0768 9.5709 0.2 0.1 0.8
H 16.6752 17.4174 10.6316 -0.6 0.3 0.2
H 17.4959 17.8265 8.2919 -0.5 0.2 0.3
H 18.5519 17.9234 9.7382 0.1 -0.1 -0.7
H 19.3769 18.6053 7.4520 -0.2 0.9 -0.3
H 19.8300 19.6969 8.7094 -0.2 -0.1 0.2
H 17.5287 20.2695 6.7733 0.0 -0.1 0.3
H 18.9105 21.2442 7.0182 0.3 -0.2 0.2
H 16.8880 22.1118 8.0605 -0.8 1.0 -0.8
H 17.9632 21.9601 9.3222 0.7 -0.2 0.2
H 15.7130 20.1464 8.4246 -0.2 -0.4 0.1
H 15.8733 20.9453 10.0236 -0.4 0.3 -0.1
H 18.1617 19.1093 11.6597 -0.2 0.4 -0.2
H 17.4102 20.7580 11.5053 0.1 -0.8 -0.7
H 18.8132 20.2013 10.5404 0.6 0.5 -0.5
C 13.9522 30.4834 21.3366 0.2 -2.0 0.6
C 14.1293 29.1400 20.5659 -1.6 0.6 -0.9
C 15.1378 28.2448 21.2288 0.8 1.7 -0.3
N 16.0296 27.5029 20.2993 -1.3 -0.5 -0.9
C 16.9528 26.7211 21.1584 -0.1 -0.3 0.4
C 17.7590 25.6903 20.3805 0.5 -0.1 0.4
C 16.8486 24.7933 19.5905 -0.2 -2.4 0.1
C 15.9575 25.5602 18.6547 -1.0 0.9 -0.7
C 15.1544 26.5802 19.4752 0.3 -1.2 0.5
C 16.7073 28.3985 19.3565 -0.4 0.5 -0.9
H 14.9611 30.8594 21.5204 -0.2 0.7 -0.4
H 13.5798 30.2227 22.3495 -0.3 0.6 -0.6
H 13.2834 31.1085 20.7440 0.2 0.3 0.6
H 14.3792 29.4616 19.5216 0.0 -0.7 0.8
H 13.1545 28.5817 20.5180 0.7 0.7 -0.1
H 14.6606 27.5610 21.9161 0.2 -0.2 0.2
H 15.8742 28.8987 21.7022 -0.3 -0.1 0.8
H 16.2224 26.3617 21.9244 1.1 -0.7 -0.5
H 17.6352 27.3695 21.7045 -0.1 0.5 -0.2
H 18.3511 25.1842 21.1585 -0.2 -0.2 -0.4
H 18.5078 26.1143 19.6871 -0.3 0.3 0.5
H 16.2968 24.1208 20.2976 -0.2 0.9 -0.4
H 17.3219 24.0137 18.9798 0.7 0.4 0.2
H 15.1792 24.9208 18.2009 0.4 0.0 0.2
H 16.4924 26.0133 17.7688 -0.3 -0.3 1.1
H 14.6208 25.9900 20.2240 -0.2 0.0 0.0
H 14.4102 27.1362 18.9158 0.3 0.4 0.0
H 16.9676 29.3334 19.8619 0.4 -0.3 -0.2
H 15.9825 28.6259 18.5541 0.5 0.1 0.4
H 17.5138 27.8291 18.8982 0.2 0.5 0.2
C 6.6875 16.4085 16.5613 2.8 0.5 1.0
C 6.5995 16.0528 18.1474 -1.5 0.4 -2.3
C 5.8892 14.6783 18.2728 1.0 0.8 2.0
N 5.4476 14.2635 19.7643 -1.2 2.1 -1.1
C 6.6608 14.1939 20.5940 -1.8 -1.2 1.3
C 6.6361 14.1590 22.2516 -1.2 5.7 -3.7
C 5.6198 15.0984 22.8917 -3.1 3.2 -1.6
C 3.9861 15.4801 21.6173 6.5 2.9 0.5
C 4.5331 15.4026 20.2009 -3.1 -1.5 0.2
C 4.6934 12.9678 19.6947 1.7 0.4 -0.4
H 7.4474 17.2400 16.4413 -0.8 -0.6 0.5
H 5.8296 16.8373 16.0124 0.0 -1.1 0.6
H 7.2736 15.5919 16.0891 -1.1 0.2 -0.3
H 5.9091 16.8108 18.4771 0.1 0.4 0.6
H 7.5747 16.1851 18.6325 -0.3 -0.3 -0.3
H 6.5584 13.9344 17.9004 0.2 -0.9 -0.1
H 4.9744 14.6976 17.7458 -0.9 -0.1 -0.7
H 7.3311 14.8978 20.1808 0.9 0.5 -0.1
H 6.8538 13.1805 20.3969 2.0 -1.1 -0.3
H 7.4807 14.9677 22.1332 0.2 -3.3 2.1
H 6.2994 13.1765 22.4188 1.5 -1.5 1.2
H 6.0373 16.2469 23.0846 -1.4 -3.4 -0.2
H 4.8846 14.6910 23.6323 1.5 0.5 -0.2
H 3.7708 16.5929 21.7816 -0.3 -2.1 0.3
H 3.3448 14.7187 21.7847 -2.5 -1.8 1.1
H 4.9120 16.3096 19.8614 1.0 1.3 -0.2
H 3.5731 15.2524 19.6461 0.9 0.0 -0.4
H 4.1980 12.7209 20.5908 -0.4 0.0 1.3
H 5.4387 12.2114 19.4727 -0.1 -0.3 -0.1
H 3.9781 13.0103 18.9183 -0.7 0.2 -0.9
C 19.5086 23.6538 11.8009 -0.9 -0.6 2.1
C 20.3137 22.4965 12.4213 2.7 1.4 2.4
C 20.7414 22.4651 14.0932 0.6 -1.0 -1.4
N 22.0489 21.5789 14.4481 -1.4 -1.7 -0.1
C 23.0745 21.5753 13.3902 1.6 1.0 0.8
C 24.3426 20.7336 13.7092 -1.0 0.8 1.1
C 24.9753 21.0729 15.0965 -0.3 0.1 -1.4
C 23.8594 20.9453 16.1231 0.4 0.3 0.1
C 22.6321 21.8067 15.8581 -1.7 -0.5 0.4
C 21.5516 20.1790 14.5020 -1.0 -2.1 0.5
H 19.5269 23.5721 10.7156 -0.4 -0.1 0.1
H 19.7550 24.6905 12.0954 0.2 -0.8 0.0
H 14.9167 14.2377 17.1891 -0.1 0.1 0.7
H 21.3102 22.6502 12.0117 0.1 -0.1 -0.3
H 20.0244 21.5251 12.0980 -0.7 -0.7 -0.1
H 19.9920 22.1051 14.8090 0.0 0.0 -0.6
H 21.1096 23.3850 14.4441 0.0 1.8 -0.1
H 23.3141 22.6170 13.3170 0.5 0.7 -0.6
H 22.5925 21.2231 12.5191 -0.2 -0.3 -1.0
H 25.0153 20.7901 12.8600 0.1 0.0 0.0
H 23.9696 19.7332 13.8322 0.2 -0.8 -0.4
H 25.4805 22.0504 15.0909 -0.2 -0.3 0.1
H 25.7164 20.2860 15.2470 0.1 0.3 0.4
H 24.2327 21.1307 17.1379 -0.3 0.0 -0.1
H 23.5328 19.9235 16.0692 0.1 -0.5 0.5
H 22.7498 22.8400 16.1386 0.2 0.6 -0.6
H 21.7581 21.4401 16.4447 0.8 0.3 0.2
H 20.5913 20.1167 14.9964 -0.5 0.5 -0.1
H 22.0981 19.5060 15.2058 0.1 0.6 -1.4
H 21.3991 19.7338 13.4939 0.4 0.3 0.7
C 18.8003 5.4760 11.4820 -0.3 1.2 -0.6
C 18.5535 6.9702 11.8603 -0.3 0.8 0.6
C 19.5541 8.0001 11.1845 -0.6 -0.1 -0.3
N 19.2720 9.5022 11.3812 -1.5 -0.4 -0.8
C 19.2369 9.8362 12.8301 -0.4 -0.2 0.2
C 19.1688 11.3112 13.1144 0.0 -0.2 1.1
C 20.3585 12.0410 12.5326 0.0 0.7 -1.1
C 20.3765 11.7533 11.0002 0.4 0.9 -0.4
C 20.4312 10.2818 10.7574 -1.9 -0.1 0.8
C 17.9125 9.8744 10.7019 2.4 -0.1 0.4
H 18.5113 5.0797 10.4937 0.1 0.9 0.1
H 18.1761 4.9357 12.1661 0.2 -0.6 0.6
H 19.8640 5.3167 11.5958 0.1 -0.6 0.3
H 18.7299 7.0082 12.9532 0.3 0.0 -0.4
H 17.4537 7.2601 11.8622 1.3 -0.2 -0.9
H 19.6751 7.7881 10.0949 -0.4 0.4 0.7
H 20.5611 7.9858 11.5866 0.1 -0.9 0.3
H 20.1876 9.5226 13.2651 -0.1 -0.6 -0.1
H 18.3937 9.3157 13.3058 0.4 0.0 -0.2
H 19.2385 11.2638 14.2085 -0.1 0.7 0.0
H 18.2023 11.7552 12.8803 0.1 0.1 -0.2
H 21.2919 11.7440 13.0536 -0.4 0.0 -0.5
H 20.2550 13.1166 12.6607 0.0 0.1 0.2
H 21.2337 12.1719 10.4142 -0.3 -0.2 1.0
H 19.5354 12.2230 10.4428 0.2 -0.3 0.7
H 21.2796 9.8835 11.2278 1.4 -0.7 0.4
H 20.3720 10.0219 9.7496 0.3 -0.4 -1.8
H 17.9898 9.5244 9.6833 -0.3 -0.5 -0.1
H 17.9406 10.9477 10.6345 -0.6 0.3 0.4
H 17.1229 9.4322 11.2911 -0.2 0.1 -0.1
C 13.4954 13.2619 21.0738 -0.3 0.1 -1.2
C 15.0081 13.8338 21.8557 -3.1 2.8 0.5
C 15.1645 14.5451 20.6763 1.4 -0.3 -1.2
N 21.4331 16.4917 22.7380 -0.2 -2.0 -2.1
C 21.0639 17.5848 23.6946 1.2 -1.4 1.6
C 22.3101 18.0423 24.5726 -2.0 -2.1 0.3
C 22.5973 16.8908 25.5139 2.0 0.1 3.3
C 23.8016 16.7667 26.1576 -1.4 0.4 -3.6
C 20.9197 15.2122 22.7046 2.3 3.7 -2.3
C 22.0328 17.1719 21.4600 -1.2 0.0 0.7
H 13.4214 12.8698 19.9980 0.9 1.1 1.5
H 12.5906 13.8738 21.2891 1.2 0.0 0.0
H 13.4964 12.4100 21.6834 -0.4 -1.5 1.0
H 15.7808 13.1062 22.0905 -0.8 -0.5 0.2
H 14.5296 14.5800 22.6206 1.4 -2.1 -0.6
H 15.1361 15.5939 20.5303 -1.0 0.9 0.1
H 15.5651 14.0473 19.8357 0.7 -0.5 -1.0
H 20.3274 17.1065 24.3319 -0.2 0.4 0.3
H 20.6015 18.2803 23.0454 -0.4 1.2 -0.2
H 22.2848 18.9079 25.2376 -1.1 0.2 -0.5
H 23.0929 18.2368 23.9232 1.9 0.2 -1.3
H 21.8090 16.4610 26.1246 -0.8 0.0 -0.6
H 25.7883 19.5010 20.9757 -0.5 -0.1 -0.1
H 24.0618 16.1389 26.9920 -0.1 0.0 0.0
H 24.5347 17.2286 25.4945 0.9 0.0 1.1
H 20.5241 14.6926 23.5403 -0.3 0.1 0.8
H 20.9807 14.7156 21.6959 0.2 0.4 1.4
H 22.2918 16.5874 20.5620 0.3 -0.5 1.1
H 22.7808 17.9711 21.6884 -0.1 -1.0 0.2
H 21.1566 17.7044 21.1300 -0.3 0.6 -0.3
C 8.7314 26.9363 9.1980 -0.8 0.5 -0.1
C 9.3096 25.6669 9.7654 -1.0 -0.9 -1.2
C 10.7942 25.6507 9.8457 0.7 -0.6 -0.8
N 11.3909 24.4528 10.5816 -0.5 -0.6 1.3
C 10.9286 24.5281 12.0257 0.6 -0.2 -0.3
C 11.3140 23.3098 12.8442 1.1 0.1 0.3
C 10.7270 22.0346 12.3114 -0.4 -0.5 -0.8
C 11.1570 21.9504 10.8420 -0.7 -1.2 -0.4
C 10.8258 23.1453 10.0112 -0.2 1.0 -0.5
C 12.8557 24.5116 10.5230 1.0 0.5 0.0
H 8.9125 27.7737 9.8740 0.0 0.1 -0.2
H 7.6336 26.8481 9.0558 0.7 -0.1 0.4
H 9.1029 27.1405 8.2052 0.4 0.3 -0.2
H 8.9781 24.8655 9.1004 -0.1 -0.1 0.2
H 8.8568 25.5294 10.7200 -0.4 -0.2 0.7
H 11.0731 26.5827 10.3346 0.8 -0.2 0.0
H 11.2390 25.4786 8.8515 -0.2 0.9 0.2
H 9.8705 24.6363 11.8850 -0.5 0.0 0.8
H 11.3823 25.4321 12.4229 -0.2 0.2 0.1
H 11.0108 23.4300 13.8637 -0.4 0.5 0.6
H 12.4238 23.2363 12.9291 -0.6 0.0 -0.2
H 9.6178 22.0358 12.4595 0.8 -0.1 -0.3
H 11.1463 21.1435 12.7986 -0.3 0.4 0.2
H 10.7290 21.0627 10.2911 0.4 0.8 0.7
H 12.2244 21.8474 10.8294 0.8 -0.4 0.0
H 9.7537 23.3283 10.0242 0.0 -0.3 -0.3
H 11.1956 23.0440 8.9667 -0.3 0.2 0.7
H 13.1834 24.2389 9.5529 0.1 -0.3 -1.2
H 13.4225 23.8570 11.1944 -0.8 0.2 0.2
H 13.1824 25.5444 10.6547 -0.1 -0.1 0.3
C 21.7636 16.4872 13.3386 0.5 -0.8 1.3
F 22.4366 16.9961 12.3384 0.4 0.3 -1.2
F 21.8820 15.1378 13.2993 -0.2 0.7 -0.1
F 22.4336 16.8866 14.4579 -0.7 0.0 -0.2
S 19.9678 17.0112 13.3095 -0.4 -1.1 -0.6
O 19.6756 17.4173 14.6449 0.0 0.2 1.2
O 19.9315 18.1388 12.3837 0.2 0.1 -0.6
O 19.3133 15.7991 12.8409 0.2 0.8 0.0
```
Positions in Å, forces in eV/Å.

Highest occupied orbital energy   -9.7859 eV
Orbital gap   2.031 eV
F_max   0.1382 Eh/bohr
Charge   +5
Energy   -116655.857 eV

Below is a cluster of 9 separate species, C23H54N8O11 in total at a distorted geometry, with properties calculated with wB97M-V/def2-TZVPD.

XYZ file:
```
96
Properties=species:S:1:pos:R:3:forces:R:3
C -3.0489 6.4234 6.1487 1.0 -0.2 0.3
O -4.2638 6.7602 5.5344 -1.1 0.4 1.1
C -4.4589 6.8316 4.2388 1.3 -0.8 -1.2
O -3.6238 6.5728 3.4018 -0.4 0.1 0.1
O -5.7189 7.1693 4.0178 -0.8 0.4 0.7
C -6.2599 6.9585 2.7211 0.4 0.4 -0.5
H -2.4507 5.6644 5.6472 -0.3 0.0 -0.5
H -3.3042 6.0190 7.1232 -0.2 0.1 0.1
H -2.4090 7.2913 6.3088 -0.2 0.2 -0.2
H -7.1721 7.5356 2.5875 -0.1 0.0 0.6
H -6.4690 5.9009 2.6073 0.1 0.0 -0.2
H -5.5638 7.3436 1.9743 0.1 -0.4 -0.1
C 0.8377 0.3067 2.6150 -1.1 0.9 0.5
N 0.2310 -0.3045 3.7845 -0.3 0.6 0.4
C 0.8094 -1.2943 4.4729 1.6 -2.1 -1.0
C 0.0562 -1.9366 5.5937 -0.6 0.6 0.7
O 1.8883 -1.7648 4.1005 -0.2 0.5 0.4
H 1.0384 1.3636 2.8246 0.2 0.0 0.1
H 0.0272 0.3205 1.8837 0.6 -0.2 -0.6
H 1.7663 -0.1728 2.3339 -0.2 -0.4 -0.1
H -0.6321 0.0840 4.1320 0.0 0.0 -0.1
H 0.3720 -1.4563 6.5245 -0.4 0.2 0.0
H 0.2429 -2.9920 5.7702 0.4 0.0 -0.7
H -1.0152 -1.8111 5.4240 0.0 0.1 0.4
C -1.1367 3.5055 8.8264 -0.7 -1.1 -1.2
N -2.1855 2.5806 8.3089 0.0 -0.1 1.0
C -1.9005 1.2993 7.9598 0.4 -0.6 -1.1
C -2.9578 0.3937 7.3423 -0.8 0.6 1.7
O -0.7569 0.8648 7.9802 0.3 0.5 0.2
H -0.6099 3.7430 7.9040 0.4 1.0 0.4
H -0.4073 3.0489 9.4904 -0.3 -0.3 0.2
H -1.6500 4.3398 9.2898 0.3 0.2 -0.1
H -3.1520 2.8235 8.4403 0.0 0.1 -0.1
H -2.8922 -0.4984 7.9652 0.2 -0.4 -0.6
H -2.7968 0.2746 6.2789 0.2 -0.2 0.1
H -3.9822 0.7362 7.5207 0.1 0.3 -0.3
C 2.2748 5.9653 2.9110 -2.4 -0.9 -1.0
N 2.8721 4.6696 2.5801 -0.5 1.6 0.1
C 3.4155 3.8652 3.5013 1.3 -1.1 0.0
C 3.9971 2.5359 2.9608 0.1 1.6 0.0
O 3.6243 4.1932 4.6619 -0.7 0.1 -0.2
H 2.1077 6.1423 3.9660 1.0 0.1 0.1
H 1.2369 5.8447 2.5557 -0.1 0.2 0.1
H 2.5724 6.8107 2.2953 1.0 0.0 0.5
H 2.6616 4.3643 1.6469 0.3 -0.4 0.1
H 3.2766 1.7483 2.7660 0.0 -0.1 0.5
H 4.7731 2.3641 3.7012 -0.1 -0.9 -0.1
H 4.4850 2.7685 2.0112 0.0 -0.1 0.0
C -0.8534 3.0635 -1.1371 -0.4 0.9 -0.3
N -1.8702 3.8821 -1.7826 -1.3 0.4 0.1
C -1.6986 4.6897 -2.8412 2.0 -0.9 -1.4
C -2.8117 5.5955 -3.2872 -1.0 -0.5 1.6
O -0.6402 4.6727 -3.4795 -0.5 0.3 0.2
H 0.1105 3.2564 -1.6008 0.0 0.1 -0.1
H -1.0967 2.0091 -1.2437 0.0 -0.1 0.3
H -0.8520 3.4332 -0.1114 0.3 -0.6 0.2
H -2.7250 4.0870 -1.2806 0.3 -0.3 0.4
H -3.6822 5.5094 -2.6243 0.2 0.2 0.3
H -3.2611 5.2966 -4.2301 0.8 0.4 -0.5
H -2.3972 6.5908 -3.1476 -0.3 0.2 -0.8
C -5.9419 5.2763 -0.2719 -0.5 1.5 -1.1
C -4.8057 4.8721 0.5952 2.3 -1.3 -1.0
N -5.0976 4.0510 1.5940 -0.5 -0.8 1.4
O -3.5977 5.0885 0.3983 -1.5 0.8 -0.5
H -6.3207 6.2287 0.1108 -0.2 -0.1 0.0
H -6.7903 4.6100 -0.4228 0.2 -0.4 0.7
H -5.6336 5.5133 -1.2910 0.5 0.0 0.2
H -4.3033 3.6785 2.0944 -0.2 -0.1 0.0
H -6.0052 3.6540 1.7588 0.0 0.1 -0.1
C 3.1226 1.0956 6.4936 -0.5 -0.2 0.1
C 3.4696 1.7513 7.8120 1.6 0.2 -0.6
N 2.5638 2.6522 8.2534 -1.3 0.2 -0.3
O 4.5620 1.5582 8.3140 -0.4 0.1 0.4
H 2.1944 1.4777 6.0654 -0.1 -0.1 0.0
H 3.0409 0.0169 6.6225 0.1 0.0 -0.1
H 3.9257 1.3209 5.7964 0.1 -0.1 0.1
H 2.7084 3.4456 8.8505 0.6 -0.3 0.3
H 1.7257 2.6842 7.7010 -0.1 0.1 0.1
C -5.7670 0.1874 1.0910 -0.8 -0.4 0.7
C -4.6595 0.7910 1.8935 1.9 -0.6 -2.1
N -4.8974 1.1900 3.1410 -0.1 0.7 0.9
O -3.5201 0.7958 1.4100 -0.7 0.3 0.6
H -6.1472 0.7838 0.2645 0.2 0.3 0.1
H -6.5724 -0.0437 1.7947 -0.3 -0.1 -0.4
H -5.3915 -0.7451 0.6755 0.0 0.0 0.0
H -5.8171 1.4591 3.4445 0.0 -0.3 0.1
H -4.0892 1.5610 3.6343 0.0 0.0 0.2
C -1.2662 3.3448 3.1274 0.0 0.0 -1.3
C -1.5310 2.7510 4.4701 0.3 -0.7 -0.2
N -0.6145 2.9514 5.4344 -0.1 0.4 0.1
O -2.4809 1.9945 4.6676 -0.3 0.4 0.0
H -1.3291 2.5632 2.3639 -0.1 -0.3 0.3
H -0.2853 3.7947 2.9705 0.0 0.2 0.5
H -2.0404 4.0442 2.8011 0.1 0.2 0.4
H -0.8602 2.6485 6.3646 0.3 -0.3 -0.1
H 0.1936 3.5343 5.2964 0.0 0.0 0.0
```
Positions in Å, forces in eV/Å.

Highest occupied orbital energy   -9.0884 eV
Orbital gap   8.928 eV
F_max   0.0566 Eh/bohr
SMILES string   COC(=O)OC.CNC(C)=O.CNC(C)=O.CNC(C)=O.CNC(C)=O.CC(N)=O.CC(N)=O.CC(N)=O.CC(N)=O
Energy   -59172.961 eV